{
  "formula": "C5H14O2",
  "method": "ωB97M-V/def2-TZVPD",
  "e_tot_ha": -349.35115,
  "multiplicity": 1,
  "total_charge": 0,
  "smiles": "CC(C)CCO.O",
  "lumo_energy_ev": 0.72,
  "homo_energy_ev": -10.182,
  "de_lowest_kcal_mol": 15.5,
  "homo_lumo_gap_ev": 10.900,
  "symbols": ["H", "H", "H", "H", "H", "C", "C", "C", "H", "H", "H", "H", "O", "C", "O", "H", "H", "H", "C", "H", "H"],
  "positions_angstrom": [[0.573, -1.247, 0.444], [1.154, 0.236, -0.105], [-0.290, 2.101, -0.708], [-2.686, -1.169, -0.262], [-1.634, 0.595, 0.757], [-0.862, 1.233, -1.081], [-1.004, 0.149, -0.020], [0.749, 0.408, 1.933], [-1.810, -0.916, -1.732], [-0.887, 1.497, 2.283], [-1.816, 1.613, -1.484], [2.501, -0.969, -2.023], [0.081, 1.625, 2.212], [0.404, -0.183, 0.555], [3.159, -1.103, -1.330], [-1.214, -2.044, -0.432], [0.652, -0.286, 2.761], [1.795, 0.699, 1.940], [-1.684, -1.094, -0.664], [-0.254, 0.894, -1.930], [3.073, -2.039, -1.115]],
  "mulliken_charge": [0.35, 0.20, 0.37, 0.30, 0.13, -1.77, 1.01, -0.68, 0.33, 0.33, 0.41, 0.32, -0.51, -0.42, -0.65, 0.37, 0.28, 0.28, -1.38, 0.39, 0.31]
}